C5H8O | ωB97M-V/def2-TZVPD

Results
Total energy ... -270.4716 Eh
Energy relative to the best compared isomer or geometry (same formula, charge and spin) ... 2.348 eV
Lowest unoccupied orbital energy ... 1.1171 eV

ORCA input file:
```
! wB97M-V def2-TZVPD RIJCOSX def2/J DEFGRID3
* xyz 0 1
C -1.422 -0.860 -0.365
C -0.258 -0.058 -0.895
C 0.443 1.036 -0.116
C 0.637 0.591 1.325
O 1.226 -0.661 0.912
C 1.155 -0.247 -0.449
H -1.334 -1.026 0.712
H -1.470 -1.843 -0.844
H -2.366 -0.338 -0.556
H -0.316 0.188 -1.956
H 0.590 2.043 -0.489
H -0.257 0.444 1.944
H 1.370 1.197 1.870
H 2.003 -0.466 -1.092
*
```